{
  "formula": "C14H21N2O2",
  "method": "wB97M-V/def2-TZVPD",
  "energy_ev": -21926.212,
  "orbital_gap_ev": 6.83,
  "homo_ev": -11.3,
  "largest_force_ev_per_a": 1.6,
  "total_charge": 1,
  "elements": ["O", "O", "N", "N", "C", "C", "C", "C", "C", "C", "C", "C", "C", "C", "C", "C", "C", "C", "H", "H", "H", "H", "H", "H", "H", "H", "H", "H", "H", "H", "H", "H", "H", "H", "H", "H", "H", "H", "H"],
  "xyz": [[-1.71, -2.13, -4.58], [1.48, 2.01, -0.97], [0.26, 0.13, 2.06], [0.32, 0.15, 4.40], [0.55, 0.03, -1.82], [0.54, -1.39, -1.84], [-0.18, -2.06, -2.80], [-0.93, -1.36, -3.79], [-0.82, 0.05, -3.85], [-0.87, -0.81, 2.18], [2.06, 1.34, 3.24], [1.19, 0.76, -0.76], [0.79, 0.50, 3.18], [-0.95, -0.50, 4.67], [-1.75, -0.60, 3.40], [2.56, 2.73, -0.34], [-2.57, -1.58, -5.61], [-0.07, 0.72, -2.90], [2.48, 2.74, 0.76], [-0.20, -3.15, -2.84], [2.93, 0.73, 2.96], [-1.99, -1.07, -6.40], [1.44, 0.31, 0.21], [-0.53, -1.86, 2.23], [0.04, 1.81, -2.97], [2.19, 1.71, 4.26], [0.82, 0.55, 5.18], [-0.75, -1.50, 5.07], [-1.48, 0.08, 5.43], [-3.35, -0.91, -5.20], [-1.46, -0.71, 1.27], [2.00, 2.19, 2.55], [-2.34, 0.31, 3.29], [1.13, -1.91, -1.09], [2.49, 3.75, -0.74], [-2.46, -1.42, 3.49], [-1.31, 0.59, -4.66], [-3.03, -2.48, -6.01], [3.52, 2.27, -0.64]]
}



{
  "formula": "Cl4V",
  "method": "wB97M-V/def2-TZVPD",
  "energy_ev": -75780.818,
  "orbital_gap_ev": [7.51, 8.48],
  "multiplicity": 3,
  "homo_ev": [-4.0, -5.2],
  "largest_force_ev_per_a": 9.2,
  "total_charge": -1,
  "elements": ["V", "Cl", "Cl", "Cl", "Cl"],
  "xyz": [[-0.35, -0.13, 0.21], [0.36, -2.00, 0.50], [-1.16, 1.93, -0.04], [-0.17, -0.21, -1.69], [1.32, 0.41, 1.02]]
}



{
  "formula": "C26H24N3O",
  "method": "wB97M-V/def2-TZVPD",
  "energy_ev": -33866.696,
  "orbital_gap_ev": 4.80,
  "homo_ev": -3.3,
  "largest_force_ev_per_a": 5.0,
  "total_charge": -1,
  "elements": ["O", "N", "N", "N", "C", "C", "C", "C", "C", "C", "C", "C", "C", "C", "C", "C", "C", "C", "C", "C", "C", "C", "C", "C", "C", "C", "C", "C", "C", "C", "H", "H", "H", "H", "H", "H", "H", "H", "H", "H", "H", "H", "H", "H", "H", "H", "H", "H", "H", "H", "H", "H", "H", "H"],
  "xyz": [[-6.28, 0.32, 0.51], [-1.59, 2.84, -3.04], [2.60, -2.49, 3.08], [6.47, 3.19, -3.93], [0.10, 1.05, -2.18], [4.09, 2.29, -3.33], [0.53, -2.30, 1.82], [-5.05, 0.32, 0.30], [-4.10, -0.19, 1.31], [1.52, -0.08, 0.47], [3.04, 3.21, -3.18], [-3.10, 0.73, -1.15], [1.43, 1.41, -2.59], [2.52, 0.50, -2.72], [1.87, -1.89, 2.05], [2.30, -2.26, 4.48], [0.15, -0.41, 0.32], [5.41, 2.77, -3.61], [-4.63, -0.75, 2.60], [-0.85, 2.00, -2.63], [1.76, 2.79, -2.82], [-2.17, 0.35, -0.15], [-0.73, 0.56, -0.35], [-2.75, -0.12, 1.08], [2.38, -0.83, 1.26], [3.80, 0.93, -3.10], [-0.26, -1.67, 0.86], [-5.36, 1.36, -2.01], [-4.46, 0.80, -0.95], [3.70, -3.40, 2.85], [0.16, -3.17, 2.38], [-5.44, 0.67, -2.87], [2.36, -0.57, -2.52], [-1.21, -2.12, 0.59], [-0.41, 1.67, -0.18], [2.01, -3.19, 4.96], [-4.17, -0.24, 3.46], [1.92, 0.83, 0.01], [4.64, -3.01, 3.25], [-6.37, 1.54, -1.61], [-5.71, -0.61, 2.65], [3.43, -0.59, 1.40], [3.18, -1.86, 5.00], [3.48, -4.36, 3.34], [-2.76, 0.99, -2.14], [1.48, -1.54, 4.57], [-4.95, 2.31, -2.38], [0.99, 3.56, -2.70], [3.24, 4.28, -3.39], [-2.10, -0.43, 1.91], [-0.15, -0.02, -2.15], [-4.42, -1.82, 2.67], [3.80, -3.57, 1.77], [4.63, 0.22, -3.25]]
}



{
  "formula": "C8H14O3S",
  "method": "wB97M-V/def2-TZVPD",
  "energy_ev": -25497.792,
  "orbital_gap_ev": 9.78,
  "homo_ev": -9.0,
  "largest_force_ev_per_a": 5.4,
  "smiles": "CO[C@H]1CO[C@]2(S)CCO[C@]12C",
  "elements": ["S", "O", "O", "O", "C", "C", "C", "C", "C", "C", "C", "C", "H", "H", "H", "H", "H", "H", "H", "H", "H", "H", "H", "H", "H", "H"],
  "xyz": [[-2.69, 1.01, -0.75], [-1.23, 1.29, 1.28], [0.00, -1.59, 0.39], [2.07, 1.22, -0.12], [-2.11, -1.04, 0.93], [-1.24, -2.22, 0.49], [-1.56, 0.24, 0.37], [-0.06, -0.28, -0.17], [0.95, 0.72, 0.57], [0.06, 1.82, 0.89], [3.25, 0.39, -0.17], [0.02, -0.22, -1.68], [1.10, -0.19, -1.92], [-1.65, -2.38, -0.56], [1.39, 0.27, 1.50], [4.04, 0.91, 0.37], [-1.79, 1.50, -1.60], [3.40, 0.15, -1.20], [-2.30, -1.05, 1.97], [3.34, -0.65, 0.35], [-3.02, -1.16, 0.41], [0.33, 2.36, 1.76], [-0.57, 0.48, -2.12], [-0.44, -1.08, -2.12], [0.00, 2.50, 0.00], [-1.28, -3.00, 1.15]]
}



{
  "formula": "C13H21BN4O3ReS2",
  "method": "wB97M-V/def2-TZVPD",
  "energy_ev": -50389.030,
  "orbital_gap_ev": [8.15, 6.82],
  "multiplicity": 4,
  "homo_ev": [-14.8, -15.1],
  "largest_force_ev_per_a": 3.2,
  "total_charge": 2,
  "elements": ["Re", "S", "S", "O", "O", "O", "N", "N", "N", "N", "C", "C", "C", "C", "C", "C", "C", "C", "C", "C", "C", "C", "C", "B", "H", "H", "H", "H", "H", "H", "H", "H", "H", "H", "H", "H", "H", "H", "H", "H", "H", "H", "H", "H", "H"],
  "xyz": [[-0.31, -0.92, 0.03], [-0.97, -0.05, 1.99], [1.97, -0.99, 0.77], [0.53, -2.54, -1.53], [-2.24, -0.96, -0.77], [-0.62, -2.87, 0.24], [0.40, 1.89, 3.32], [0.75, 1.96, 1.16], [1.93, 1.12, -0.98], [3.54, -0.28, -1.42], [1.25, 2.95, 3.08], [3.62, 0.75, -2.33], [-0.10, 1.46, 4.63], [0.12, 1.31, 2.15], [-4.54, -0.48, -0.97], [-2.91, -2.21, -1.22], [0.13, -3.29, -0.68], [1.45, 3.00, 1.74], [-4.23, -1.73, -1.80], [2.51, -0.03, -0.61], [-3.19, 0.18, -0.85], [2.61, 1.61, -2.07], [4.38, -1.48, -1.41], [0.65, 1.67, -0.33], [-1.18, 1.60, 4.68], [0.38, 2.06, 5.39], [-5.26, 0.17, -1.46], [3.84, -2.30, -1.88], [1.63, 3.58, 3.87], [4.39, 0.79, -3.09], [0.39, -4.35, -0.65], [-5.00, -2.49, -1.71], [5.29, -1.26, -1.96], [-4.93, -0.75, 0.01], [-2.25, -2.68, -1.94], [4.63, -1.73, -0.38], [0.14, 0.41, 4.78], [2.32, 2.52, -2.57], [-4.11, -1.49, -2.85], [-3.04, 0.79, 0.04], [0.23, 2.59, -0.97], [2.03, 3.69, 1.16], [-3.03, -2.84, -0.34], [-2.92, 0.75, -1.74], [-0.28, 0.86, -0.51]]
}



{
  "formula": "C5H6GaLiO4",
  "method": "wB97M-V/def2-TZVPD",
  "energy_ev": -66018.737,
  "orbital_gap_ev": [8.24, 7.68],
  "multiplicity": 2,
  "homo_ev": [-23.0, -23.5],
  "largest_force_ev_per_a": 5.3,
  "total_charge": 3,
  "elements": ["Ga", "O", "O", "O", "O", "C", "C", "C", "C", "C", "Li", "H", "H", "H", "H", "H", "H"],
  "xyz": [[1.17, 1.22, 2.02], [1.21, 2.15, -0.09], [-1.13, -1.65, 2.73], [0.59, -0.36, 2.15], [-0.54, -1.57, 0.61], [-0.51, 1.23, -1.41], [0.30, -1.20, -0.35], [-0.10, -0.79, -1.60], [0.72, 1.97, -1.21], [-0.32, -1.19, 1.95], [-1.58, -1.52, 4.50], [0.73, -0.78, -2.31], [1.33, -1.03, -0.01], [-1.07, -1.16, -1.95], [1.37, 2.10, -2.09], [-0.98, 1.38, -2.39], [-1.19, 1.21, -0.55]]
}



Ordered energy relative to the best compared isomer or geometry (same formula, charge and spin) results: 54.0 59.2 50.0 47.5 0.0 3.2; unit kcal per mole.